(1)
The following is a quantum chemistry calculation of a cluster of 2 separate species, C3H10S in total at a distorted geometry, from the OMol25 dataset.

The geometry in XYZ format:
```
14
C3H10S, DFT wB97M-V/def2-TZVPD
S -3.63614 1.00428 2.47870
H -4.24384 -0.01504 3.10781
H -4.79694 1.35780 1.87074
C 1.41402 -1.33249 -1.74342
C 2.42630 -0.22456 -1.49847
C 3.93930 -0.40032 -1.86224
H 1.40008 -1.60320 -2.81804
H 0.41606 -1.29018 -1.31942
H 1.72115 -2.39605 -1.58376
H 2.37329 0.31527 -0.54824
H 2.08796 0.60060 -2.13721
H 4.41083 0.57908 -1.93590
H 4.33126 -1.16395 -1.19003
H 3.91163 -0.78424 -2.90324
```

Calculated values
molar mass = 78.2 g mol⁻¹
total charge = +1
F_max = 3.2 eV Å⁻¹
<S²> = 0.753
LUMO (spin up / spin down) = -5.37 / -10.96 eV
2S+1 = 2
orbital gap (spin up / spin down) = 7.163 / 1.575 eV
electronic energy = -14097.07437 eV

---

(2)
The following is a quantum chemistry calculation of a cluster of 9 separate species, C19H56N13O10 in total at a distorted geometry, from the OMol25 dataset.

The geometry in XYZ format:
```
98
C19H56N13O10, DFT wB97M-V/def2-TZVPD
C -0.62421 0.49491 0.97114
C -1.14069 -0.36283 -0.10801
O -0.61025 -1.46817 -0.31371
O -2.25821 -0.00496 -0.63752
H -0.97844 1.52213 0.88485
H 0.45953 0.60519 1.00898
H -0.94606 0.20030 1.97000
C -2.85514 -9.31819 3.54993
C -2.95875 -8.10690 2.63914
C -2.11081 -6.80302 2.86233
O -2.54039 -5.86578 3.87666
C -1.66718 -4.74779 3.96801
N -2.54106 -8.59370 1.30495
H -3.70004 -9.98897 3.39402
H -2.78134 -9.04549 4.60268
H -2.01451 -9.97188 3.31729
H -3.99793 -7.77803 2.63205
H -2.01468 -6.22781 1.94146
H -1.09725 -7.17303 3.01689
H -2.04976 -3.95552 4.61147
H -1.49417 -4.30633 2.98654
H -0.71856 -5.14856 4.32522
H -1.55190 -8.79198 1.35353
H -2.62933 -7.81493 0.66790
C 6.55616 5.92192 -1.74048
C 6.75950 4.54949 -2.34183
C 5.79641 3.46118 -1.83370
O 4.48126 3.54154 -2.42449
C 3.65919 2.43714 -2.15861
N 6.71874 4.88081 -3.78413
H 7.11139 6.73416 -2.20962
H 6.94606 5.95212 -0.72305
H 5.49653 6.17560 -1.77100
H 7.80846 4.31811 -2.15677
H 5.60708 3.64443 -0.77603
H 6.24176 2.47522 -1.96656
H 3.81278 2.12246 -1.12639
H 3.77890 1.64988 -2.90291
H 2.62142 2.76525 -2.09957
H 5.77339 5.18250 -3.97228
H 6.85693 4.02239 -4.29806
C 0.69362 5.60853 1.35833
C 2.17160 5.77626 1.73777
C 2.91743 4.55724 2.38432
O 4.30180 5.08224 2.57137
C 5.04053 4.06288 3.14188
N 2.86675 6.24372 0.55786
H 0.61303 4.83692 0.59267
H 0.11653 6.45407 0.98400
H 0.19202 5.25920 2.26081
H 2.02519 6.56628 2.47434
H 2.87426 3.61045 1.84596
H 2.42990 4.34167 3.33508
H 4.42373 3.18420 3.33050
H 5.41963 4.23775 4.14876
H 5.80812 3.71123 2.45249
H 3.16617 5.50906 -0.06723
H 3.72464 6.51413 1.01720
C -3.90684 -5.10686 -1.83221
O -4.57010 -6.08595 -2.28658
N -4.25014 -4.28121 -0.89576
N -2.66490 -4.81641 -2.13243
H -3.74484 -3.43338 -0.68139
H -4.93619 -4.64755 -0.25137
H -2.11141 -5.44226 -2.69994
H -2.31642 -3.95430 -1.73818
C -0.12712 -0.61473 -5.36366
O 0.33221 -0.52157 -6.47635
N -1.18073 0.00517 -4.86171
N 0.42468 -1.35805 -4.39775
H -1.72142 0.53578 -5.52968
H -1.51423 -0.16705 -3.92404
H 0.08055 -1.35670 -3.44818
H 1.27385 -1.88986 -4.52492
C 4.33129 -2.31736 1.65102
O 4.81854 -1.92150 0.61456
N 5.03597 -2.66334 2.68097
N 3.08867 -2.53346 1.87244
H 6.03504 -2.51592 2.66638
H 4.58644 -3.21304 3.39920
H 2.85761 -3.10824 2.67014
H 2.48517 -2.26472 1.10846
C -6.34014 2.91279 1.69773
O -5.48208 3.52447 2.29582
N -7.60837 3.15853 1.80321
N -6.27049 1.88238 0.86547
H -8.23743 2.78348 1.10772
H -7.87508 3.96512 2.34945
H -5.43174 1.38706 0.59852
H -7.07714 1.57032 0.34389
C -6.43257 1.36907 -3.64448
O -7.47730 1.56155 -4.25508
N -6.00108 0.17674 -3.49580
N -5.60635 2.24616 -3.26008
H -6.51076 -0.65905 -3.74435
H -5.19562 -0.09736 -2.95156
H -5.78346 3.22227 -3.44968
H -4.96579 1.92999 -2.54606
```

Calculated values
molar mass = 626.7 g mol⁻¹
total charge = -1
F_max = 7.4 eV Å⁻¹
LUMO = 1.90 eV
orbital gap = 7.420 eV
electronic energy = -60458.78034 eV

---

(3)
The following is a quantum chemistry calculation of a cluster of 2 separate species, C4H12 in total at a distorted geometry, from the OMol25 dataset.

The geometry in XYZ format:
```
16
C4H12, DFT wB97M-V/def2-TZVPD
C -1.43623 -1.47411 1.25350
C -2.55727 -0.72615 0.53072
H -1.01287 -0.71435 1.90828
H -1.71300 -2.43856 1.66754
H -0.67904 -1.77733 0.51908
H -3.27797 -0.31947 1.24007
H -2.21177 0.07667 -0.11666
H -3.12121 -1.38368 -0.13782
C 1.32916 1.35929 -0.98227
C 2.73237 0.79905 -0.74163
H 0.68849 1.38892 -0.09671
H 1.33072 2.33957 -1.45821
H 0.66568 0.77577 -1.63358
H 3.48690 1.53102 -1.02315
H 2.84625 -0.14290 -1.25331
H 2.92979 0.70624 0.32413
```

Calculated values
molar mass = 60.1 g mol⁻¹
total charge = 0
F_max = 1.6 eV Å⁻¹
LUMO = 1.10 eV
orbital gap = 12.812 eV
SMILES = CC.CC
electronic energy = -4342.11596 eV

---

(4)
The following is a quantum chemistry calculation of a cluster of 8 separate species, C14H29F3O14 in total at a distorted geometry, from the OMol25 dataset.

The geometry in XYZ format:
```
60
C14H29F3O14, DFT wB97M-V/def2-TZVPD
O 8.33340 11.63173 17.18650
C 8.15999 10.51317 16.76794
O 7.29371 9.63815 17.28484
C 7.36691 8.35252 16.58470
C 7.91360 8.91198 15.27821
F 6.93158 9.34732 14.46407
O 8.72438 9.94938 15.67954
H 7.99504 7.60115 17.06323
H 6.41029 7.88204 16.35750
H 8.50922 8.14395 14.78479
O 3.19313 7.61831 13.46164
C 2.07168 7.12199 13.37393
O 1.70156 5.90925 12.87006
C 0.32549 5.66353 12.89398
C -0.13990 6.76625 13.84795
F -0.26175 6.18067 15.03698
O 0.89458 7.75195 13.70222
H -0.13209 5.91998 11.93848
H 0.11570 4.61783 13.11893
H -1.07631 7.17986 13.47356
O 4.81115 13.20001 11.52016
C 4.37405 12.28709 12.19070
O 5.10875 11.80409 13.13544
C 4.47898 10.58195 13.59572
C 2.98185 10.88093 13.20844
F 2.30026 11.52227 14.07863
O 3.20775 11.72643 12.07342
H 4.85599 9.78382 12.95622
H 4.72139 10.26105 14.60881
H 2.44682 9.98920 12.88187
C 5.43376 13.49414 15.75571
O 4.32403 14.09414 16.40891
H 5.58190 14.05485 14.83280
H 6.25104 13.67656 16.45348
H 5.34096 12.43283 15.52531
H 3.75423 13.35805 16.64362
C 2.86413 8.95724 9.54595
O 1.84014 9.75882 8.95844
H 3.21346 9.47590 10.43872
H 2.54673 7.97682 9.90110
H 3.76735 8.87239 8.94174
H 1.09893 9.77557 9.56828
C 3.01675 9.26990 16.69356
O 3.51254 10.40434 17.41125
H 2.45236 8.60816 17.35060
H 2.32853 9.66688 15.94733
H 3.78893 8.76094 16.11668
H 4.12054 10.05245 18.06556
C -0.45732 10.62321 12.18013
O -0.13972 9.93354 11.01185
H 0.00671 11.60895 12.21330
H -1.52642 10.81021 12.28095
H -0.15147 10.13827 13.10716
H -0.87600 9.37233 10.75786
C -0.09278 14.22652 14.49104
O 1.31382 14.45376 14.78440
H -0.58585 14.10071 15.45496
H -0.58646 15.02988 13.94423
H -0.21042 13.31669 13.90241
H 1.68756 13.67120 15.19614
```

Calculated values
molar mass = 478.4 g mol⁻¹
total charge = 0
F_max = 5.4 eV Å⁻¹
LUMO = -0.23 eV
orbital gap = 9.251 eV
SMILES = O=C1OC[C@@H](F)O1.O=C1OC[C@@H](F)O1.O=C1OC[C@@H](F)O1.CO.CO.CO.CO.CO
electronic energy = -51802.28522 eV